1.
C9H26Cl2NPRu | wB97M-V/def2-TZVPD

E_LUMO (alpha / beta)   0.02 / -2.13 eV
HOMO-LUMO gap (alpha / beta)   5.21 / 4.20 eV

```
! wB97M-V def2-TZVPD RIJCOSX def2/J DEFGRID3
* xyz 0 5
Ru -0.1378 -0.1272 3.6165
Cl -1.4015 1.7346 3.2103
Cl 1.1613 -1.9169 3.6236
H -1.3566 -0.9802 2.7370
H 1.0898 0.5337 2.5023
P -0.1176 0.1471 -1.3760
C 0.2577 1.9440 -1.2503
C 1.1564 -1.1339 -1.7088
C -1.9012 -0.2984 -0.9936
C 1.2067 2.4715 -0.1210
H -0.7350 2.4019 -1.0755
C 0.7084 2.2035 -2.7108
H 1.6982 1.7371 -2.8353
H 0.7558 3.2748 -2.9550
H 0.0283 1.7154 -3.4358
H 0.7875 2.2797 0.8821
H 1.4119 3.5512 -0.2170
H 2.1613 1.9303 -0.1633
H -2.2886 0.5218 -0.3563
C -2.1898 -1.5884 -0.1763
C -2.4770 -0.1954 -2.4367
H -2.3674 0.8337 -2.8273
H -3.5383 -0.4802 -2.5141
H -1.8813 -0.8242 -3.1220
H -1.5156 -1.6750 0.6931
H -2.1433 -2.5171 -0.7673
H -3.2002 -1.5290 0.2583
C 2.4537 -0.7793 -0.8865
H 1.2871 -1.1345 -2.8322
C 0.7114 -2.5135 -1.1050
H 2.8339 0.2487 -0.9707
H 3.2772 -1.4396 -1.1876
H 2.2425 -0.9556 0.1878
H 0.7696 -2.4553 0.0017
H 1.3744 -3.3153 -1.4538
H -0.3045 -2.8529 -1.3422
N 0.0300 0.2396 5.5274
H 0.9832 0.2402 5.8162
H -0.4655 -0.4539 6.0537
H -0.3653 1.1570 5.7102
*
```

Mulliken population analysis, charges in e, atoms 1 to 5: Ru -0.1367; Cl -0.5147; Cl -0.4812; H 0.1178; H 0.0721

=====

2.
C30H22Cl68F9N4O2S | wB97M-V/def2-TZVPD

E_LUMO   -4.77 eV
HOMO-LUMO gap   7.03 eV

```
! wB97M-V def2-TZVPD RIJCOSX def2/J DEFGRID3
* xyz 1 1
C 4.0775 2.2849 -2.0886
C 3.5779 3.8496 -2.1203
O 3.5680 4.5162 -0.9417
O 3.1795 4.6162 -3.3136
C 2.0076 4.0246 -3.9772
C 0.7340 5.0841 -4.1542
C -0.6335 4.1726 -3.8376
C -0.9367 4.3591 -2.2455
N 0.1389 3.7368 -1.3245
C -0.1300 4.5453 -0.0333
N 0.6946 5.5348 0.4418
N -1.3555 4.1365 0.7234
N -1.1725 3.0272 1.5343
C -2.6085 3.9989 -0.0653
C -2.4508 4.0737 -1.7290
C -3.3324 2.9185 -2.4048
C -2.6876 1.6323 -3.1130
C -1.7396 0.6356 -2.2216
F -0.3393 0.8810 -2.7209
F -1.9541 0.9989 -0.8078
C -2.1146 -0.8958 -2.6364
F -3.4869 -1.1890 -2.0754
F -2.2726 -1.1053 -4.1261
S -0.9903 -2.2496 -2.0535
F -1.7598 -3.3121 -3.1915
F 0.2245 -1.9502 -3.2236
F -0.2384 -1.3408 -0.8289
F -2.1980 -2.7222 -0.9033
F -0.0672 -3.6032 -1.5323
H 5.0484 2.0878 -1.4659
H 3.1507 1.6553 -1.6765
H 4.1780 1.9502 -3.2300
H 2.3652 3.6321 -5.0462
H 1.7200 3.0607 -3.3597
H 0.7154 5.3744 -5.3092
H 0.8187 6.0322 -3.4745
H -1.5113 4.5732 -4.5045
H -0.3104 3.0658 -4.1479
H -0.7570 5.5294 -2.0559
H -0.1301 2.7716 -1.0387
H 0.7129 5.6682 1.4973
H 1.2446 6.2175 -0.1240
H -0.8457 3.3909 2.4586
H -0.4750 2.3626 1.1319
H -3.3569 4.8470 0.3207
H -3.1285 2.9835 0.2868
H -3.0333 5.0953 -1.9705
H -4.0407 3.4280 -3.2242
H -4.1114 2.5201 -1.5900
H -3.6112 0.9558 -3.4621
H -2.0961 1.8275 -4.1319
C -3.7114 -1.6426 -7.6285
Cl -2.9885 -2.6160 -6.3228
Cl -2.4598 -1.2378 -8.8301
Cl -5.0103 -2.5749 -8.4147
Cl -4.3871 -0.1419 -6.9461
C 1.6897 3.6781 5.0584
Cl 0.0679 2.9405 5.0798
Cl 1.6860 5.0894 3.9708
Cl 2.1272 4.1986 6.7053
Cl 2.8777 2.4840 4.4778
C 5.5897 6.9043 6.3764
Cl 4.8062 7.1718 7.9542
Cl 6.1931 8.4562 5.7423
Cl 6.9522 5.7734 6.5741
Cl 4.4073 6.2159 5.2352
C -5.2103 -5.8093 -5.1644
Cl -6.1758 -4.6914 -6.1609
Cl -4.2032 -4.8748 -4.0300
Cl -6.3001 -6.8801 -4.2478
Cl -4.1621 -6.7908 -6.2191
C -3.8001 -4.3315 2.3303
Cl -4.1794 -4.7875 0.6501
Cl -3.6951 -5.7993 3.3348
Cl -2.2417 -3.4690 2.3741
Cl -5.0842 -3.2702 2.9619
C -7.7001 -3.3288 -0.4961
Cl -7.9716 -5.0507 -0.8654
Cl -6.0950 -2.8390 -1.0947
Cl -8.9558 -2.3458 -1.2907
Cl -7.7780 -3.0800 1.2664
C -1.3558 -2.8549 -12.5703
Cl -0.5029 -4.1704 -11.7237
Cl -0.6489 -1.2888 -12.0989
Cl -1.1899 -3.0757 -14.3305
Cl -3.0815 -2.8848 -12.1281
C 0.7442 -0.9816 6.5844
Cl 2.0275 -1.9675 7.3300
Cl -0.4056 -0.4556 7.8396
Cl 1.4697 0.4478 5.8067
Cl -0.1146 -1.9514 5.3611
C -4.0558 -8.0959 6.9470
Cl -3.2029 -9.4115 7.7936
Cl -3.3489 -6.5299 7.4184
Cl -3.8899 -8.3167 5.1868
Cl -5.7815 -8.1258 7.3892
C 4.6442 2.0916 9.6407
Cl 3.8607 2.3590 11.2185
Cl 5.2476 3.6434 9.0066
Cl 6.0067 0.9606 9.8384
Cl 3.4618 1.4031 8.4995
C -2.5558 -6.5164 11.3783
Cl -3.3393 -6.2489 12.9561
Cl -1.9524 -4.9645 10.7443
Cl -1.1933 -7.6473 11.5761
Cl -3.7382 -7.2048 10.2371
C 6.1442 -1.0711 -2.0849
Cl 6.7114 -0.2951 -0.5845
Cl 7.0869 -2.5540 -2.3796
Cl 4.4191 -1.4862 -1.9232
Cl 6.3595 0.0510 -3.4519
C -3.4558 -9.5494 -3.1038
Cl -2.6029 -10.8650 -2.2572
Cl -2.7489 -7.9834 -2.6323
Cl -3.2899 -9.7702 -4.8639
Cl -5.1815 -9.5793 -2.6615
C 10.9442 -0.8469 -3.4167
Cl 10.9627 0.4756 -4.6106
Cl 10.8712 -2.4120 -4.2651
Cl 12.4250 -0.7755 -2.4284
Cl 9.5180 -0.6756 -2.3627
C 2.8442 6.1448 11.2635
Cl 1.7679 7.5644 11.2969
Cl 2.3461 4.9920 12.5273
Cl 2.7407 5.3585 9.6681
Cl 4.5221 6.6646 11.5616
C -5.5558 2.9758 2.8968
Cl -6.6305 3.4398 1.5535
Cl -5.9779 1.3378 3.4565
Cl -3.8642 2.9949 2.3378
Cl -5.7506 4.1307 4.2394
C 9.1442 -2.7036 -8.1941
Cl 8.3607 -2.4361 -6.6163
Cl 9.7476 -1.1517 -8.8281
Cl 10.5067 -3.8345 -7.9963
Cl 7.9618 -3.3920 -9.3353
*
```

Mulliken population analysis, charges in e, atoms 1 to 5: C -0.4823; C 0.5231; O -0.5361; O -0.3517; C -0.0408

=====

3.
C18H21B2BeF8N3O | wB97M-V/def2-TZVPD

E_LUMO   -8.24 eV
HOMO-LUMO gap   1.89 eV

```
! wB97M-V def2-TZVPD RIJCOSX def2/J DEFGRID3
* xyz 0 1
Be -3.8488 6.5016 15.8047
B -7.7554 6.3933 12.8281
F -8.3127 7.4098 12.0602
F -7.7316 6.8027 14.1291
F -8.4733 5.2206 12.7074
F -6.4507 6.0443 12.4469
B -0.6948 6.0662 19.5824
F -1.2848 6.1343 20.8131
F -1.0280 7.1566 18.8689
F 0.6778 5.9419 19.6957
F -1.1439 5.0141 18.8641
N -3.6199 11.7041 13.9037
C -2.4803 12.3935 13.6498
C -2.4914 13.6801 13.1212
C -3.6926 14.3285 12.8197
C -4.8335 13.6328 13.1567
C -4.7874 12.4004 13.7130
H -1.5284 11.9470 13.8968
H -1.5668 14.1180 12.7752
H -3.7408 15.2600 12.2753
H -5.7756 14.1505 13.0531
H -5.6662 11.8077 13.9199
N 0.6537 5.8520 12.7074
C 1.9036 6.0168 13.2472
C 3.1157 5.7383 12.6489
C 3.0925 5.0901 11.4301
C 1.8497 4.7110 10.8376
C 0.6467 5.1456 11.4919
H 1.8953 6.4639 14.2303
H 4.0173 6.0063 13.1796
H 4.0218 4.7766 10.9779
H 1.9200 4.0447 9.9906
H -0.3239 4.9450 11.0630
N -7.0779 3.5561 18.9929
C -8.0630 2.7504 18.4488
C -8.9453 1.9290 19.1303
C -8.9303 1.9415 20.5181
C -7.9811 2.7475 21.1469
C -7.0880 3.4984 20.3566
H -8.0784 2.7219 17.3693
H -9.6457 1.3447 18.5521
H -9.6198 1.3432 21.0951
H -7.8877 2.7143 22.2224
H -6.5011 4.2189 20.9069
C -4.2070 -0.1764 13.1060
C -3.1110 0.3351 13.9356
O -3.2150 1.4801 14.3797
C -2.0239 -0.5789 14.3268
H -4.6670 -1.0232 13.6153
H -3.9215 -0.4679 12.0952
H -5.0109 0.5563 13.0361
H -2.2616 -1.6398 14.2488
H -1.9423 -0.3557 15.3906
H -1.1718 -0.2219 13.7485
*
```

Mulliken population analysis, charges in e, atoms 1 to 5: Be 1.1010; B 0.6222; F -0.3750; F -0.3729; F -0.3527

=====

4.
C11H26NO5P | wB97M-V/def2-TZVPD

Structure (SMILES)   CCOC(C)=O.CCOC(C)=O.CCCNPO
E_LUMO   0.67 eV
HOMO-LUMO gap   9.04 eV

```
! wB97M-V def2-TZVPD RIJCOSX def2/J DEFGRID3
* xyz 0 1
C 0.3272 6.0573 -1.6331
C -0.1226 4.6161 -1.7421
O 0.4618 3.7878 -0.7293
C -0.0749 3.6500 0.5014
C -1.1832 4.5772 0.9420
O 0.3842 2.8149 1.2306
H -0.0025 6.5125 -0.6992
H -0.0806 6.6401 -2.4595
H 1.4148 6.1141 -1.6703
H -1.2091 4.5237 -1.7320
H 0.2249 4.1799 -2.6770
H -0.7312 5.4407 1.4303
H -1.7882 4.0477 1.6727
H -1.8251 4.9270 0.1386
C 3.2110 -4.6222 1.9692
C 2.9238 -5.4135 0.7108
O 1.6239 -5.1323 0.1809
C 1.3847 -4.1007 -0.6552
C 2.4425 -3.0397 -0.8559
O 0.3045 -4.0212 -1.1719
H 3.2319 -3.5499 1.7743
H 4.1771 -4.9131 2.3829
H 2.4404 -4.8136 2.7154
H 3.6896 -5.2630 -0.0510
H 2.8984 -6.4795 0.9311
H 2.2801 -2.2530 -0.1187
H 2.3032 -2.6166 -1.8469
H 3.4649 -3.3968 -0.7688
C -0.5443 -1.0659 1.0089
C -0.5867 -0.1297 -0.2010
C -1.9689 0.4633 -0.4370
N -2.8891 -0.5254 -1.0078
P -4.4654 -0.6912 -0.3788
O -4.2812 -0.9585 1.2587
H -1.0083 -2.0199 0.7544
H -1.1263 -0.6476 1.8317
H 0.4791 -1.2360 1.3394
H 0.1275 0.6840 -0.0791
H -0.3198 -0.7006 -1.0968
H -2.3492 0.8453 0.5158
H -1.8775 1.3054 -1.1325
H -2.4276 -1.4050 -1.1910
H -4.5544 -2.0659 -0.6904
H -4.3791 -0.1260 1.7362
*
```

Mulliken population analysis, charges in e, atoms 1 to 5: C -1.0715; C -0.3784; O -0.3532; C 0.8791; C -1.1475

=====

5.
C7H26N2O6 | wB97M-V/def2-TZVPD

Structure (SMILES)   NC(N)=O.CCO.CO.CO.CO.CO
E_LUMO   0.24 eV
HOMO-LUMO gap   9.67 eV

```
! wB97M-V def2-TZVPD RIJCOSX def2/J DEFGRID3
* xyz 0 1
N 7.9770 -15.8070 17.6010
C 6.7710 -15.8050 18.1160
N 6.2340 -14.6410 18.1480
O 6.1520 -16.9990 18.5490
H 8.2280 -16.7270 17.2870
H 8.6150 -15.0280 17.5860
H 5.2400 -14.5650 18.5760
H 6.7010 -13.7370 17.8920
C 0.1880 -17.3220 17.0160
C -1.3860 -17.3020 16.8110
O -1.9530 -16.1730 16.2290
H 0.5070 -18.3720 17.2320
H 0.7070 -16.5870 17.6480
H 0.6420 -17.1690 16.0460
H -1.9210 -17.4110 17.7550
H -1.6180 -18.1170 16.1120
H -1.6320 -16.0770 15.3220
C 3.7260 -19.2050 14.4520
O 2.7440 -18.5540 15.2620
H 4.4960 -18.5090 14.0870
H 3.3010 -19.7960 13.5720
H 4.1540 -19.9840 15.0610
H 3.2110 -18.1380 16.0090
C 3.0040 -18.1380 18.4810
O 3.7040 -17.4240 17.4860
H 2.5590 -19.0830 18.1420
H 2.2380 -17.5990 18.8620
H 3.7190 -18.2350 19.3080
H 4.4460 -17.0010 17.9550
C 3.0270 -15.0940 20.4920
O 3.7060 -14.3900 19.4840
H 2.0010 -15.1220 20.2440
H 3.1520 -14.6360 21.4630
H 3.3810 -16.0570 20.5060
H 3.1120 -13.7180 19.1930
C 5.4370 -15.6970 14.9350
O 5.1310 -14.5110 15.5320
H 4.8090 -16.5090 15.3040
H 6.4730 -16.0300 15.1850
H 5.2840 -15.7590 13.8500
H 5.5840 -14.4960 16.3750
*
```

Mulliken population analysis, charges in e, atoms 1 to 5: N -0.3900; C 0.6048; N -0.5037; O -0.7622; H 0.2612

=====

6.
C14H22ClF3N7O12PS | wB97M-V/def2-TZVPD

E_LUMO   -0.73 eV
HOMO-LUMO gap   8.13 eV

```
! wB97M-V def2-TZVPD RIJCOSX def2/J DEFGRID3
* xyz 0 1
O -2.2095 -2.3097 -2.2073
C -1.4605 -3.4849 -2.0093
C -0.4286 -3.3733 -0.8795
C 0.7666 -2.5251 -1.2483
C 0.5687 -1.1305 -1.5332
C 1.6154 -0.3291 -1.8939
P 1.3770 1.4585 -2.2407
O 1.6836 1.5077 -3.8529
Cl -0.6995 1.6602 -2.1720
C 2.9392 -0.8676 -1.9922
N 4.0377 -0.2231 -2.3562
S 5.2176 -1.3440 -2.3042
N 4.3846 -2.6157 -1.8319
C 3.1099 -2.2515 -1.6890
C 2.0147 -3.0726 -1.3099
C -0.8794 -3.8879 -3.3701
F 0.2294 -4.6083 -3.2761
F -0.6802 -2.8394 -4.1597
F -1.7800 -4.6678 -4.0153
H -2.3759 -1.8912 -1.3577
H -2.1635 -4.2782 -1.7442
H -0.1372 -4.3569 -0.5287
H -0.9326 -2.8573 -0.0629
H -0.4107 -0.6993 -1.4777
H 1.4941 0.6338 -4.2217
H 2.2156 -4.1082 -1.0817
C -1.1544 0.8927 2.5866
N -0.5825 -0.2869 1.8876
O -1.0327 -0.5883 0.7967
O 0.3122 -0.8812 2.4471
H -1.9353 1.3165 1.9656
H -1.5513 0.5477 3.5357
H -0.3475 1.6033 2.7412
C -3.1928 -4.1500 -6.9619
N -4.4047 -4.1598 -7.8268
O -4.2543 -4.3814 -9.0099
O -5.4663 -3.9442 -7.2822
H -2.3277 -4.3562 -7.5804
H -3.1242 -3.1669 -6.5065
H -3.3245 -4.9161 -6.2050
C 1.9489 1.4555 5.9225
N 1.5281 2.2068 4.7117
O 0.3324 2.3612 4.5232
O 2.3997 2.6203 3.9838
H 1.0628 1.1555 6.4683
H 2.5133 0.5903 5.5851
H 2.5647 2.1137 6.5141
C 0.5564 4.6185 9.5743
N 1.0499 3.3544 8.9633
O 1.9480 3.4303 8.1482
O 0.5193 2.3260 9.3191
H 1.1224 5.4433 9.1588
H -0.4989 4.7038 9.3342
H 0.7044 4.5385 10.6467
C -0.4219 5.4997 -2.4543
N -0.3953 5.3533 -0.9728
O -0.6940 6.3193 -0.3006
O -0.0742 4.2672 -0.5463
H -0.7235 6.5124 -2.6935
H 0.5791 5.2888 -2.8188
H -1.1318 4.7736 -2.8387
*
```

Mulliken population analysis, charges in e, atoms 1 to 5: O -0.5926; C -0.0869; C -1.5531; C 0.8506; C -0.0219

=====

7.
C6H15NO | wB97M-V/def2-TZVPD

Structure (SMILES)   CCN(CC)CCO
E_LUMO   1.05 eV
HOMO-LUMO gap   9.36 eV

```
! wB97M-V def2-TZVPD RIJCOSX def2/J DEFGRID3
* xyz 0 1
C 0.0555 1.5559 1.9210
C -0.8045 0.6187 1.0575
N 0.0314 -0.1771 0.1732
C 0.2066 -1.5402 0.6662
C 1.1348 -2.4239 -0.1655
C -0.1658 -0.1208 -1.2822
C -0.7429 1.1583 -1.8206
O 0.1034 2.2919 -1.5322
H 0.9182 0.9831 2.2536
H 0.4412 2.3215 1.2436
H -0.5909 2.0862 2.6220
H -1.4707 -0.0110 1.6561
H -1.4571 1.2886 0.4927
H -0.7845 -2.0301 0.6859
H 0.5868 -1.4453 1.6683
H 2.0188 -1.8525 -0.4632
H 0.6449 -2.8758 -1.0214
H 1.4907 -3.1787 0.5323
H 0.8293 -0.2627 -1.7058
H -0.8534 -0.9099 -1.5912
H -1.7120 1.4282 -1.4036
H -0.7706 1.1125 -2.9095
H 0.8908 1.9831 -1.0772
*
```

Mulliken population analysis, charges in e, atoms 1 to 5: C -1.1260; C -0.5102; N 0.2482; C -0.5446; C -1.2922

=====

8.
C33H46BN9O4PtSSi | wB97M-V/def2-TZVPD

E_LUMO (alpha / beta)   -4.47 / -10.46 eV
HOMO-LUMO gap (alpha / beta)   8.14 / 2.16 eV

```
! wB97M-V def2-TZVPD RIJCOSX def2/J DEFGRID3
* xyz 2 5
Pt 0.0971 0.5028 -0.4680
C -5.4040 0.6762 1.1711
N -3.9647 0.4373 1.1512
C -3.0594 0.8380 0.2649
N -1.8722 0.3672 0.6320
C -2.1211 -0.3445 1.7688
N -3.3792 -0.3048 2.1101
C -5.7690 2.1370 1.3085
C -6.9907 2.5797 0.8117
C -7.3696 3.9050 0.9609
C -6.5281 4.8118 1.5830
C -5.2992 4.3747 2.0690
C -4.9295 3.0348 1.9456
C -4.3646 5.3164 2.6576
N -4.5028 6.5859 2.8879
N -3.3210 7.0405 3.3749
C -2.5093 6.0301 3.4240
O -3.1159 4.9007 2.9808
C -1.1086 5.9713 3.8000
C -0.3562 7.1345 3.9498
C 0.9985 7.0332 4.2159
C 1.6064 5.7900 4.3314
C 0.8513 4.6296 4.2132
C 1.4843 3.2657 4.3549
N 1.5976 2.5813 3.0649
C 0.6553 1.9584 2.3678
N 1.1907 1.5028 1.2409
C 2.4955 1.8977 1.3017
N 2.7659 2.5470 2.4002
C -0.5065 4.7258 3.9559
H -5.7823 0.1034 2.0165
H -5.8397 0.2686 0.2593
H -3.2619 1.4559 -0.5949
H -1.3674 -0.8740 2.3278
H -7.6529 1.8823 0.3119
H -8.3242 4.2342 0.5738
H -6.8005 5.8528 1.6905
H -3.9805 2.7133 2.3562
H -0.8409 8.0957 3.8464
H 1.5922 7.9305 4.3261
H 2.6701 5.7248 4.5259
H 0.8891 2.6368 5.0160
H 2.4936 3.3467 4.7483
H -0.3681 1.8300 2.6783
H 3.2281 1.6853 0.5415
H -1.1193 3.8349 3.8813
C 2.8052 -6.0521 -0.0043
C 1.6232 -5.1990 0.4424
C 0.4952 -6.0591 0.9871
C 2.0544 -4.1550 1.4663
O 1.0764 -4.5252 -0.7296
Si 1.5854 -3.4428 -1.7789
S 0.7481 -1.6307 -0.6402
O 3.1527 -3.1987 -1.7783
C 4.1577 -2.2199 -2.1498
C 4.6087 -1.5527 -0.8561
C 5.2905 -2.9978 -2.8010
C 3.5608 -1.2060 -3.1155
O 0.7585 -3.4028 -3.1326
C 0.7227 -4.3578 -4.2558
C 1.6601 -3.8219 -5.3267
C 1.1780 -5.7299 -3.7780
C -0.7173 -4.3873 -4.7325
H 3.1856 -6.6468 0.8246
H 3.6049 -5.4165 -0.3848
H 2.4899 -6.7266 -0.8014
H 0.8353 -6.6109 1.8626
H 0.1648 -6.7741 0.2336
H -0.3566 -5.4411 1.2735
H 2.4345 -4.6484 2.3592
H 1.2053 -3.5275 1.7487
H 2.8417 -3.5185 1.0536
H 4.9634 -2.3029 -0.1492
H 3.7685 -1.0188 -0.4024
H 5.4172 -0.8483 -1.0499
H 5.6657 -3.7644 -2.1233
H 6.1126 -2.3309 -3.0590
H 4.9419 -3.4840 -3.7129
H 2.7578 -0.6401 -2.6313
H 3.1478 -1.7062 -3.9919
H 4.3324 -0.5113 -3.4437
H 2.6876 -3.8115 -4.9571
H 1.3764 -2.8103 -5.6184
H 1.6214 -4.4609 -6.2083
H 2.2123 -5.6831 -3.4201
H 1.1338 -6.4491 -4.5936
H 0.5406 -6.0815 -2.9660
H -1.0340 -3.3986 -5.0641
H -1.3758 -4.7149 -3.9276
H -0.8155 -5.0822 -5.5658
B -0.2894 3.5482 -3.9773
C -0.2215 2.6630 -2.7550
N -0.1916 2.0007 -1.7965
H 0.6349 4.3737 -4.0125
H -0.0757 2.8882 -4.9700
H -1.2829 4.2268 -3.9260
*
```

Mulliken population analysis, charges in e, atoms 1 to 5: Pt 1.6638; C -1.0231; N 0.7886; C -0.0316; N -0.4496